(1)
Molecular formula: C4H12
Method: DFT, wB97M-V/def2-TZVPD

```
16
Properties=species:S:1:pos:R:3:forces:R:3
C 1.5587 0.1223 -0.8194 0.73 0.29 -0.96
C 1.9949 1.3534 -1.6163 0.77 0.73 0.89
H 1.4339 0.3206 0.2396 -0.16 -0.05 0.04
H 0.6803 -0.3050 -1.2791 -0.39 -0.16 0.29
H 2.3687 -0.5940 -0.9610 -0.19 -0.31 0.32
H 1.6722 1.3948 -2.6205 -0.44 -0.57 -1.28
H 3.0842 1.4167 -1.6492 0.01 0.05 0.04
H 1.6647 2.3200 -1.2499 -0.21 0.03 0.59
C -1.6360 -0.9016 0.5282 -0.60 0.27 -1.46
C -1.9188 -0.6137 1.9698 -0.88 -0.70 1.43
H -1.1895 -1.8575 0.2610 0.24 -0.07 0.49
H -2.5249 -0.8437 -0.1138 -0.32 -0.24 0.49
H -1.0517 -0.1238 0.0533 0.56 0.16 0.29
H -2.6298 0.1975 2.1262 0.46 0.55 -0.29
H -1.0460 -0.4910 2.6061 0.29 0.45 -0.27
H -2.4607 -1.3950 2.5250 0.14 -0.43 -0.63
```
Forces are in eV/Å.

Results
* energy: -159.5691 a.u.
* orbital gap: 0.4606 Ha
* 2S+1: 1
* ΔE to the lowest compared entry with this formula, charge and spin: 0.433 eV
* E_HOMO: -0.418 hartree

(2)
Molecular formula: C4H12
Method: DFT, wB97M-V/def2-TZVPD

```
16
Properties=species:S:1:pos:R:3:forces:R:3
C 1.1876 -1.1197 1.2316 -0.44 0.58 -1.53
C 0.9866 -0.2354 2.4481 -0.15 -0.22 0.11
H 0.8806 -2.1440 1.4386 0.20 -0.07 0.03
H 0.5730 -0.7813 0.3577 0.54 -0.29 0.75
H 2.2358 -1.0858 0.9007 -0.26 -0.25 0.12
H 1.3278 0.8145 2.2593 -0.46 -0.87 0.29
H 1.6498 -0.7161 3.1917 -0.60 0.72 0.29
H -0.0999 -0.2851 2.7509 1.28 0.32 0.01
C -1.1807 0.5708 -1.1092 0.01 -1.27 0.28
C -0.9802 0.8190 -2.5691 -0.66 -0.26 0.64
H -0.3799 0.9930 -0.5274 0.52 -0.12 0.27
H -2.0436 1.0454 -0.7734 -1.72 0.81 0.76
H -1.3081 -0.5209 -0.8925 0.29 0.90 -0.09
H -0.8483 1.8447 -2.7760 0.81 1.25 -0.16
H -0.1507 0.2090 -2.7819 1.12 -0.42 -1.36
H -1.8497 0.5919 -3.1492 -0.47 -0.80 -0.40
```
Forces are in eV/Å.

Results
* energy: -159.5677 a.u.
* orbital gap: 0.4642 Ha
* 2S+1: 1
* ΔE to the lowest compared entry with this formula, charge and spin: 0.469 eV
* E_HOMO: -0.422 hartree

(3)
Molecular formula: C4H12
Method: DFT, wB97M-V/def2-TZVPD

```
16
Properties=species:S:1:pos:R:3:forces:R:3
C -0.4739 0.0512 -2.9417 3.91 5.75 0.51
C 0.2778 0.4070 -1.5289 3.21 -1.69 -3.92
H -1.0279 -0.7574 -3.0274 -3.01 -3.72 0.25
H -1.0500 1.0572 -3.1112 0.63 -2.20 -0.02
H 0.2603 -0.0398 -3.8102 -0.61 0.38 1.27
H 0.6716 1.3679 -1.8047 0.52 0.58 0.28
H 1.2024 -0.1915 -1.1154 -2.03 0.62 -1.16
H -0.3788 0.5769 -0.7937 -2.60 0.29 2.80
C -0.6273 0.0744 2.3320 1.54 -0.71 -0.44
C 0.7826 -0.6413 2.1787 -2.50 4.36 -2.00
H -1.0134 -0.2022 3.3004 -0.91 -0.49 -0.09
H -0.4224 1.1300 2.4523 -0.28 0.41 -0.44
H -1.2387 -0.1625 1.4233 0.14 0.42 1.23
H 1.2046 -0.7539 3.0827 1.61 -0.96 3.01
H 0.6681 -1.4372 1.5652 -0.08 -3.05 -1.27
H 1.3694 0.0644 1.5982 0.49 0.02 0.00
```
Forces are in eV/Å.

Results
* energy: -159.5235 a.u.
* orbital gap: 0.4695 Ha
* 2S+1: 1
* ΔE to the lowest compared entry with this formula, charge and spin: 1.672 eV
* E_HOMO: -0.428 hartree

(4)
Molecular formula: C4H12
Method: DFT, wB97M-V/def2-TZVPD

```
16
Properties=species:S:1:pos:R:3:forces:R:3
C -0.9561 -0.4458 2.6505 -0.79 0.11 0.05
C -0.0074 0.7310 2.5034 0.98 0.46 0.43
H -1.2344 -0.8770 1.6901 0.07 -0.01 -0.05
H -0.5907 -1.2516 3.2769 0.41 -0.08 -0.01
H -1.8891 -0.1508 3.1282 -0.12 0.13 -0.04
H -0.3560 1.7148 2.8256 -0.66 -0.20 -0.20
H 0.8677 0.6255 3.1432 0.20 -0.34 -0.01
H 0.3847 0.8573 1.4986 -0.08 -0.09 -0.19
C 0.8040 -0.7132 -2.1998 0.08 -0.12 0.95
C 0.1577 0.4278 -2.9487 -0.56 0.29 -0.14
H 1.8363 -0.9178 -2.4705 0.09 0.14 -0.26
H 0.8149 -0.5216 -1.1163 0.00 0.10 -0.23
H 0.2535 -1.6420 -2.3011 -0.14 -0.16 -0.26
H -0.8950 0.5466 -2.6716 0.05 -0.21 0.01
H 0.5932 1.3988 -2.7383 0.39 0.06 0.07
H 0.1748 0.2924 -4.0268 0.09 -0.10 -0.13
```
Forces are in eV/Å.

Results
* energy: -159.5769 a.u.
* orbital gap: 0.4680 Ha
* 2S+1: 1
* ΔE to the lowest compared entry with this formula, charge and spin: 0.219 eV
* E_HOMO: -0.428 hartree

(5)
Molecular formula: C4H12
Method: DFT, wB97M-V/def2-TZVPD

```
16
Properties=species:S:1:pos:R:3:forces:R:3
C -0.4762 0.7414 1.6682 -0.68 0.62 -0.97
C -1.0834 2.1113 1.2082 0.68 1.42 0.67
H -0.9805 0.6114 2.6457 0.58 -1.09 -0.66
H -0.5766 -0.0377 0.8565 -1.07 0.56 1.13
H 0.6029 0.6572 1.7109 0.36 0.88 0.80
H -2.0102 1.9375 0.6729 -0.84 -0.12 0.85
H -0.5787 2.5638 0.3401 0.71 0.14 0.68
H -1.1965 2.9525 2.1098 0.24 -2.38 -2.52
C 1.1096 -1.7874 -0.7569 -0.07 -0.56 -0.39
C 0.5472 -1.0567 -1.9992 -1.25 2.04 0.80
H 1.2959 -2.8154 -1.0990 0.32 0.13 0.26
H 2.1598 -1.3779 -0.4069 -2.65 -0.56 -0.12
H 0.2225 -1.9202 -0.0663 1.71 0.45 0.12
H -0.4246 -0.4024 -1.7555 2.62 -0.42 -0.04
H -0.0148 -1.6921 -2.6699 0.83 -0.72 -0.56
H 1.4036 -0.4852 -2.4586 -1.50 -0.39 -0.07
```
Forces are in eV/Å.

Results
* energy: -159.5236 a.u.
* orbital gap: 0.4499 Ha
* 2S+1: 1
* ΔE to the lowest compared entry with this formula, charge and spin: 1.671 eV
* E_HOMO: -0.409 hartree

(6)
Molecular formula: C4H12
Method: DFT, wB97M-V/def2-TZVPD

```
16
Properties=species:S:1:pos:R:3:forces:R:3
C -2.0644 -1.3375 -0.6986 0.78 -1.46 -1.99
C -1.8599 -0.1029 -1.5771 0.08 1.20 2.20
H -1.1880 -1.9736 -0.8723 0.44 0.30 0.76
H -2.1573 -1.0406 0.3329 -0.16 -0.23 0.28
H -2.7881 -2.0915 -1.0184 -0.82 0.66 0.18
H -1.1620 0.4315 -0.9212 0.31 0.38 -0.46
H -2.7154 0.5708 -1.5086 -0.24 -0.18 -0.69
H -1.3694 -0.1068 -2.5410 -0.41 -0.66 -0.30
C 1.8023 0.2669 0.5194 -0.48 -0.23 0.42
C 2.1113 1.1434 1.7477 -0.28 0.20 -0.72
H 2.4315 0.4159 -0.3575 0.02 0.17 0.15
H 1.8667 -0.7776 0.8005 0.23 -0.31 -0.02
H 0.7541 0.3751 0.2427 0.08 0.26 -0.33
H 1.1792 1.4882 2.1923 -0.01 -0.18 0.25
H 2.6312 2.0572 1.4674 0.27 -0.05 0.05
H 2.6809 0.5862 2.4796 0.19 0.13 0.21
```
Forces are in eV/Å.

Results
* energy: -159.5620 a.u.
* orbital gap: 0.4555 Ha
* 2S+1: 1
* ΔE to the lowest compared entry with this formula, charge and spin: 0.625 eV
* E_HOMO: -0.415 hartree

(7)
Molecular formula: C4H12
Method: DFT, wB97M-V/def2-TZVPD

```
16
Properties=species:S:1:pos:R:3:forces:R:3
C 1.9499 -0.3094 -1.1167 -1.74 0.20 -1.01
C 1.6723 1.0752 -0.5515 0.82 0.70 -0.65
H 1.8979 -0.2864 -2.2106 0.24 0.29 0.01
H 2.9003 -0.6878 -0.8908 1.25 -0.67 0.69
H 1.1642 -1.0358 -0.9047 0.13 -0.06 0.54
H 1.1980 1.1584 0.4147 -0.28 -0.39 0.17
H 1.1202 1.6492 -1.2935 -0.42 0.07 0.24
H 2.6065 1.6377 -0.4538 0.07 -0.13 0.01
C -1.9049 -0.9877 1.4024 0.29 0.26 -0.74
C -1.7142 0.2032 0.4488 -1.01 0.18 -0.70
H -1.2171 -1.7370 1.0195 0.22 -0.31 0.60
H -1.7103 -0.7622 2.4433 0.07 -0.01 0.14
H -2.8888 -1.4431 1.3117 -0.16 0.21 0.03
H -2.6364 0.7258 0.1714 -0.16 -0.08 0.49
H -1.4110 -0.1973 -0.5132 0.42 0.05 -0.19
H -1.0266 0.9972 0.7232 0.26 -0.31 0.36
```
Forces are in eV/Å.

Results
* energy: -159.5703 a.u.
* orbital gap: 0.4698 Ha
* 2S+1: 1
* ΔE to the lowest compared entry with this formula, charge and spin: 0.399 eV
* E_HOMO: -0.426 hartree

(8)
Molecular formula: C4H12
Method: DFT, wB97M-V/def2-TZVPD

```
16
Properties=species:S:1:pos:R:3:forces:R:3
C -0.9973 -0.5592 1.7468 -0.74 -0.02 0.68
C -0.3079 0.6377 2.4165 0.88 -0.99 0.20
H -0.3784 -1.4379 1.5996 0.44 0.20 -0.42
H -1.7676 -0.9489 2.4114 -0.25 0.10 0.04
H -1.5072 -0.2708 0.8339 0.10 -0.15 -0.21
H -0.1882 1.4766 1.7375 -0.05 0.15 0.16
H -0.7945 0.9093 3.3451 -0.41 0.44 -0.11
H 0.6845 0.3197 2.7642 0.00 0.26 -0.30
C 0.8776 -0.2492 -2.8395 -0.15 0.18 0.69
C 0.4708 0.2207 -1.4484 -0.42 -0.03 1.02
H 0.5108 0.4338 -3.5965 0.09 0.05 -0.25
H 1.9575 -0.3514 -2.8999 0.10 0.11 -0.20
H 0.4459 -1.2328 -3.0104 -0.03 -0.06 -0.16
H -0.6078 0.2686 -1.2902 -0.17 -0.43 -0.34
H 0.7454 1.2168 -1.1125 0.65 0.30 -0.57
H 0.8564 -0.4330 -0.6576 -0.05 -0.11 -0.23
```
Forces are in eV/Å.

Results
* energy: -159.5744 a.u.
* orbital gap: 0.4682 Ha
* 2S+1: 1
* ΔE to the lowest compared entry with this formula, charge and spin: 0.288 eV
* E_HOMO: -0.425 hartree